Record 1
Entry from the OMol25 dataset: a 2-piece molecular cluster, C2H8NS overall in a non-equilibrium geometry (ωB97M-V with the def2-TZVPD basis set).

Values from the calculation:
E_HOMO: -2.6 eV
HOMO-LUMO gap: 6.66 eV
LUMO level: 4.0 eV
Charge: -1
Energy relative to the best compared isomer or geometry (same formula, charge and spin): 113.3 kJ/mol
E_tot: -533.9279 Eh

Structure (XYZ):
```
12
Properties=species:S:1:pos:R:3:lowdin_charge:R:1
S 1.3696 0.2386 -2.6857 -0.30
H 0.1048 0.5933 -2.1560 -0.39
C 0.2627 -1.2093 0.0593 -0.25
N 0.5452 0.1254 0.6343 -0.18
C -0.7237 0.9998 1.0460 -0.13
H 0.0348 -1.9092 0.8660 0.05
H -0.5885 -1.3281 -0.5778 0.04
H 1.1147 -1.5989 -0.4710 0.02
H 0.8862 0.6834 -0.1156 -0.04
H -0.2218 1.8226 1.6592 0.07
H -1.5031 0.3665 1.6271 0.07
H -1.2808 1.2159 0.1142 0.05
```


Record 2
Entry from the OMol25 dataset: C30H43F5GdOP2 as an isolated structure in a non-equilibrium geometry (ωB97M-V with the def2-TZVPD basis set).

Values from the calculation:
E_HOMO (alpha / beta): -9.4 / -9.4 eV
HOMO-LUMO gap (alpha / beta): 5.44 / 3.04 eV
2S+1: 8
Expectation value of S²: 16.16
LUMO level (alpha / beta): -3.9 / -6.3 eV
Charge: +1
Energy relative to the best compared isomer or geometry (same formula, charge and spin): 0.0 kJ/mol
E_tot: -3191.5026 Eh

Structure (XYZ):
```
82
Properties=species:S:1:pos:R:3:mulliken_spin:R:1
Gd -1.0416 1.0519 2.6779 6.63
C 1.0666 0.7056 4.3951 0.12
C 1.8827 0.9830 3.2563 -0.01
C 0.3410 2.7278 3.5095 -0.01
C 0.1551 1.7981 4.5825 0.15
C 1.3436 2.1454 2.6258 0.13
C 1.1708 -0.4818 5.2887 -0.02
H 1.8709 -1.2273 4.8937 0.00
H 0.1916 -0.9747 5.3928 0.01
H 1.4994 -0.2086 6.3036 0.01
C -0.8900 1.9845 5.6228 0.01
H -0.8207 1.2372 6.4154 0.00
H -1.9294 1.8849 5.2333 0.01
H -0.8221 2.9975 6.0591 0.01
C -0.7527 3.6480 3.0534 -0.04
H -0.9748 4.3718 3.8521 0.00
H -1.7691 3.1626 2.8402 0.00
H -0.4926 4.1653 2.1279 -0.01
C 2.0123 2.9049 1.5275 0.01
H 2.7964 3.5722 1.9322 0.01
H 1.2627 3.5360 1.0312 0.00
H 2.4807 2.2677 0.7595 0.00
C 3.2135 0.3970 2.9539 0.01
H 4.0303 1.0305 3.3632 0.00
H 3.3969 0.3155 1.8740 0.00
H 3.3570 -0.6047 3.3954 0.00
C 0.0843 -2.3012 0.2624 0.00
C 1.1623 -2.6168 1.0058 0.00
C 2.6061 -2.4377 0.6694 0.00
C 2.8619 -1.6826 -0.6468 0.00
C 2.5042 -0.2360 -0.6227 -0.01
C 1.3669 0.3805 -0.9807 0.02
C 0.0076 -0.2166 -1.2276 0.00
C -0.0101 -1.7606 -1.1436 0.00
H 3.0908 -3.4309 0.6045 0.00
H 2.3794 -2.2454 -1.4505 0.00
H 3.0891 -1.9083 1.5065 0.00
H 0.7780 -2.1545 -1.7993 0.00
H -0.9151 -2.4020 0.7334 0.00
H 0.9683 -3.0060 2.0119 0.00
H -0.9601 -2.1218 -1.5868 0.00
H -0.7732 0.1615 -0.5234 -0.01
H 1.3981 1.4727 -1.1082 0.00
H -0.3542 0.0968 -2.2368 0.00
H 3.9379 -1.7580 -0.8497 0.00
H 3.3297 0.4059 -0.3158 0.00
P -0.7321 -0.2657 -4.7640 0.00
P -0.5598 2.4404 -6.0434 0.00
C -0.7955 -0.2782 -6.6359 0.00
C -1.2061 1.0831 -7.1710 0.00
H -1.4934 -1.0568 -6.9596 0.00
H 0.1983 -0.5464 -7.0111 0.00
H -0.8466 1.2577 -8.1934 0.00
H -2.2972 1.1854 -7.1706 0.00
C -1.2895 3.8290 -7.0070 0.00
H -0.9116 4.7727 -6.6058 0.00
H -2.3742 3.8150 -6.8722 0.00
H -1.0590 3.7682 -8.0768 0.00
C 1.1477 2.5226 -6.7693 0.00
H 1.1313 2.4724 -7.8668 0.00
H 1.7600 1.7072 -6.3680 0.00
H 1.5930 3.4744 -6.4521 0.00
C -2.2343 -1.2735 -4.4393 0.00
H -2.2710 -1.5500 -3.3787 0.00
H -2.2402 -2.1761 -5.0640 0.00
H -3.1154 -0.6598 -4.6683 0.00
C 0.5923 -1.5259 -4.5829 0.00
H 1.5042 -1.1550 -5.0697 0.00
H 0.2945 -2.4838 -5.0308 0.00
H 0.8147 -1.6716 -3.5194 0.00
F -3.5830 -5.1781 5.9992 0.00
C -3.2659 -3.9914 5.4447 0.00
C -2.6974 -2.9843 6.2308 0.00
F -2.3027 -3.2706 7.4929 0.00
C -2.4466 -1.7405 5.6891 0.00
F -1.9014 -0.7673 6.4858 0.00
C -2.6257 -1.4990 4.3048 0.00
O -2.1777 -0.4004 3.7324 -0.01
C -3.1699 -2.5397 3.5158 0.00
F -3.2515 -2.3538 2.1704 0.00
C -3.4621 -3.7735 4.0739 0.00
F -3.8565 -4.8162 3.3116 0.00
```


Record 3
Entry from the OMol25 dataset: C5H4AsClIrNO5S5 as an isolated structure (ωB97M-V with the def2-TZVPD basis set).

Values from the calculation:
E_HOMO: -1.5 eV
HOMO-LUMO gap: 5.89 eV
LUMO level: 4.4 eV
Charge: -2
Energy relative to the best compared isomer or geometry (same formula, charge and spin): 0.0 kJ/mol
E_tot: -5415.0020 Eh

Structure (XYZ):
```
23
Properties=species:S:1:pos:R:3:lowdin_charge:R:1
Ir 0.0006 -0.7157 -0.4645 0.44
O 0.6410 3.4739 0.9451 -0.35
Cl -0.2397 2.3983 0.5809 0.65
O -1.3941 2.9143 -0.1084 -0.36
O -0.6305 1.6467 1.7353 -0.35
O 0.5085 1.5234 -0.3584 -0.55
O -2.0562 -0.1567 -0.3781 -0.33
N -2.5899 0.2043 -1.5344 -0.19
C -3.9172 0.4451 -1.5410 -0.02
C -4.5689 0.8395 -2.6758 -0.09
C -3.8254 0.9983 -3.8530 -0.10
C -2.4836 0.7327 -3.8362 -0.10
C -1.8367 0.2944 -2.6635 -0.61
S -0.1899 -0.1438 -2.6259 0.67
H -4.3830 0.3054 -0.5779 0.14
H -5.6316 1.0290 -2.6379 0.09
H -4.3059 1.3218 -4.7675 0.09
H -1.8732 0.8350 -4.7229 0.10
S 2.4937 -4.9180 0.4737 -0.26
As 1.4658 -3.5200 -0.7102 -0.55
S 2.1829 -1.4239 -0.4243 -0.07
S -0.5176 -2.7803 0.1087 -0.01
S 1.1339 -4.0882 -2.7186 -0.26
```


Record 4
Entry from the OMol25 dataset: C55H42N5O5OsS5 as an isolated structure (ωB97M-V with the def2-TZVPD basis set).

Values from the calculation:
E_HOMO (alpha / beta): -10.2 / -10.5 eV
HOMO-LUMO gap (alpha / beta): 6.65 / 6.25 eV
2S+1: 5
Expectation value of S²: 6.02
LUMO level (alpha / beta): -3.6 / -4.3 eV
Charge: +1
Energy relative to the best compared isomer or geometry (same formula, charge and spin): 489.9 kJ/mol
E_tot: -4852.2358 Eh

Structure (XYZ):
```
113
Properties=species:S:1:pos:R:3:mulliken_spin:R:1
Os -0.3597 -0.3708 -2.0490 3.44
C 1.8110 4.6719 -4.6512 0.00
C 1.8929 4.1445 -3.2441 0.00
C 3.1156 3.9712 -2.6067 0.00
C 3.1893 3.4632 -1.3143 0.00
C 2.0256 3.1558 -0.6343 -0.01
C 0.7864 3.3803 -1.2287 0.01
C 0.7288 3.8489 -2.5292 0.01
S 2.2367 2.5145 1.0551 0.00
O 3.6693 2.7243 1.3659 0.00
C 1.2607 3.8762 1.7018 0.00
C 1.9255 5.1247 1.6118 0.00
C 1.2562 6.2749 1.8697 0.00
C -0.1416 6.2381 2.1111 0.00
C -0.8890 7.4340 2.2373 0.00
C -2.2417 7.3991 2.4105 0.00
C -2.9057 6.1563 2.4660 0.00
C -2.2025 4.9889 2.3889 0.00
C -0.7930 4.9907 2.2230 0.00
C -0.0358 3.7618 2.1189 0.01
C -0.7606 2.5575 2.6599 0.00
C -1.2364 2.7626 4.0154 0.00
C -0.7117 3.7969 4.8371 0.00
C -1.2001 4.0168 6.0919 0.00
C -2.2410 3.2183 6.6086 0.00
C -2.7230 2.1779 5.8709 0.00
C -2.2188 1.9167 4.5745 0.00
C -2.6796 0.8050 3.8282 0.00
C -2.1114 0.5144 2.6358 0.00
C -1.1339 1.3733 2.0613 0.05
S -0.4193 0.7362 0.5388 0.05
O -1.5817 0.6437 -0.4807 0.01
C -0.0850 -0.9260 1.1715 0.09
C 1.0078 -0.9394 2.0289 0.02
C 1.3100 -2.0786 2.7553 0.00
C 0.4846 -3.1929 2.6785 0.01
C 0.7344 -4.4127 3.5214 0.00
C -0.5861 -3.1674 1.7866 0.01
C -0.8660 -2.0815 0.9773 -0.01
H 2.7696 4.5934 -5.1615 0.00
H 1.5174 5.7234 -4.6506 0.00
H 1.0645 4.1262 -5.2291 0.00
H 4.0298 4.2394 -3.1239 0.00
H 4.1436 3.3228 -0.8209 0.00
H -0.1374 3.2791 -0.6674 0.00
H -0.2402 4.0294 -2.9818 0.00
H 2.9782 5.1226 1.3562 0.00
H 1.7681 7.2295 1.8501 0.00
H -0.3626 8.3789 2.1737 0.00
H -2.8069 8.3177 2.4968 0.00
H -3.9834 6.1275 2.5636 0.00
H -2.7358 4.0476 2.4343 0.00
H 0.1092 4.4023 4.4770 0.00
H -0.7809 4.8105 6.6963 0.00
H -2.6318 3.4166 7.5979 0.00
H -3.4903 1.5242 6.2675 0.00
H -3.4577 0.1723 4.2377 0.00
H -2.4187 -0.3723 2.1002 -0.01
H 1.6092 -0.0456 2.1577 0.00
H 2.1745 -2.0809 3.4071 0.00
H 1.4653 -4.2114 4.3024 0.00
H 1.1132 -5.2294 2.9027 0.00
H -0.1887 -4.7569 3.9886 0.00
H -1.2359 -4.0310 1.7222 0.00
H -2.5491 -1.2369 0.0148 -0.02
S 2.1482 -1.1783 -4.7445 0.06
C 3.4053 -1.2929 -3.5214 0.01
C 4.5882 -1.9927 -3.4119 -0.01
C 5.3208 -1.8058 -2.2409 0.00
C 6.5881 -2.4747 -2.1050 0.00
N 7.6061 -2.9978 -2.0178 0.00
C 4.8549 -0.9667 -1.2121 0.00
C 3.6694 -0.2469 -1.3566 0.01
C 2.9816 -0.4305 -2.5293 -0.01
S 1.5160 0.2574 -3.2635 0.00
C 5.5920 -0.8513 0.0175 0.00
N 6.1561 -0.7593 1.0132 0.00
H 4.9537 -2.6460 -4.1917 0.00
H 3.3346 0.4050 -0.5615 0.00
N -1.4169 -2.0412 -1.4357 0.34
C -1.9904 -2.1615 -0.0709 -0.16
N -2.9546 -3.1864 0.1782 0.02
C -4.3553 -2.7736 0.2033 0.00
C -5.0538 -2.9512 -1.1415 0.00
C -4.9749 -4.4188 -1.5611 0.00
C -3.5216 -4.8936 -1.5659 0.00
C -2.8222 -4.5816 -0.2378 0.00
H -4.4167 -1.7373 0.5418 0.00
H -4.8702 -3.3915 0.9487 0.00
H -4.5567 -2.3209 -1.8872 0.00
H -6.0943 -2.6289 -1.0627 0.00
H -5.4077 -4.5495 -2.5543 0.00
H -5.5611 -5.0260 -0.8635 0.00
H -2.9924 -4.4010 -2.3834 0.00
H -3.4719 -5.9720 -1.7386 0.00
H -1.7718 -4.8601 -0.2810 0.00
H -3.2915 -5.1937 0.5425 0.00
O -1.0023 -1.9040 -3.9408 0.03
C -0.7028 -2.9639 -3.4140 0.05
N -0.9182 -3.1941 -2.0505 -0.07
S 0.6384 -3.8583 -1.5086 0.05
O 1.4980 -2.7103 -1.3506 0.01
O 0.5121 -4.7964 -0.4450 0.00
C 0.9140 -4.6455 -3.0466 0.00
C 1.7919 -5.6669 -3.3477 0.00
C 1.8718 -6.0526 -4.6801 0.00
C 1.0982 -5.4262 -5.6566 0.00
C 0.2098 -4.4110 -5.3285 0.01
C 0.1168 -4.0365 -4.0010 -0.01
H 2.3971 -6.1321 -2.5804 0.00
H 2.5519 -6.8455 -4.9608 0.00
H 1.1950 -5.7320 -6.6900 0.00
H -0.3972 -3.9231 -6.0800 0.00
```


Record 5
Entry from the OMol25 dataset: a 2-piece molecular cluster, C3H6ClNO overall in a non-equilibrium geometry (ωB97M-V with the def2-TZVPD basis set).

Values from the calculation:
E_HOMO (alpha / beta): -9.2 / -7.7 eV
HOMO-LUMO gap (alpha / beta): 8.87 / 7.85 eV
LUMO level (alpha / beta): -0.3 / 0.1 eV
Energy relative to the best compared isomer or geometry (same formula, charge and spin): 524.0 kJ/mol
E_tot: -707.9145 Eh

Structure (XYZ):
```
12
Properties=species:S:1:pos:R:3:lowdin_charge:R:1
C 2.0950 0.5961 -0.2967 0.01
C 0.9372 0.8043 0.3520 -0.30
C -0.2634 0.8510 -0.3725 -0.58
N -1.8111 -1.8206 0.3109 -0.11
O -0.5343 -1.6793 0.3002 -0.16
Cl -1.6851 1.0432 0.4837 0.71
H 3.0819 0.6720 0.1843 0.06
H 2.0786 0.6647 -1.4275 0.08
H 0.9662 0.9844 1.3662 0.08
H -0.3868 0.6056 -1.3960 0.06
H -2.1574 -1.5150 -0.5582 0.05
H -2.3208 -1.2066 1.0535 0.09
```


- Number 5 is which compound?
  C3H6ClNO


- energy relative to the best compared isomer or geometry (same formula, charge and spin) of number 4 (C55H42N5O5OsS5)?
  489.9 kJ/mol


- Which of these has the highest E_tot?
  C2H8NS


Repeat the fifth record exactly.
Entry from the OMol25 dataset: a 2-piece molecular cluster, C3H6ClNO overall in a non-equilibrium geometry (ωB97M-V with the def2-TZVPD basis set).

Values from the calculation:
E_HOMO (alpha / beta): -9.2 / -7.7 eV
HOMO-LUMO gap (alpha / beta): 8.87 / 7.85 eV
LUMO level (alpha / beta): -0.3 / 0.1 eV
Energy relative to the best compared isomer or geometry (same formula, charge and spin): 524.0 kJ/mol
E_tot: -707.9145 Eh

Structure (XYZ):
```
12
Properties=species:S:1:pos:R:3:lowdin_charge:R:1
C 2.0950 0.5961 -0.2967 0.01
C 0.9372 0.8043 0.3520 -0.30
C -0.2634 0.8510 -0.3725 -0.58
N -1.8111 -1.8206 0.3109 -0.11
O -0.5343 -1.6793 0.3002 -0.16
Cl -1.6851 1.0432 0.4837 0.71
H 3.0819 0.6720 0.1843 0.06
H 2.0786 0.6647 -1.4275 0.08
H 0.9662 0.9844 1.3662 0.08
H -0.3868 0.6056 -1.3960 0.06
H -2.1574 -1.5150 -0.5582 0.05
H -2.3208 -1.2066 1.0535 0.09
```